8 unconnected molecules or ions with the total composition C19H52BrClIN17O10P at a distorted geometry. Source: OMol25; level of theory: ωB97M-V/def2-TZVPD.

Properties
total charge: +1
spin multiplicity: 1
maximum force: 1.477 eV/A
lowest unoccupied orbital energy: -0.14020 Ha

Positions of all 102 atoms, in Å:
C: 2.3149 5.4052 -1.7918
C: 2.7604 3.9868 -1.5277
O: 2.5517 3.1108 -2.6242
C: 1.2241 2.7111 -2.8229
C: 0.9511 1.3790 -2.1169
C: 1.1363 0.1882 -3.0168
Cl: 0.1255 0.2877 -4.4980
C: 0.9210 -1.1438 -2.3278
N: -0.2421 -1.0600 -1.4467
O: -0.2359 -1.7779 -0.2588
C: 0.7940 -1.3940 0.6838
C: 0.2868 -1.5118 2.1048
C: -0.9461 0.1223 -1.4342
N: -2.2350 -0.0175 -1.5406
C: -3.2453 1.0315 -1.6937
Br: -4.7000 0.1350 -2.6653
C: -3.8497 1.5925 -0.4235
C: -4.3020 0.5376 0.5950
N: -0.3845 1.3861 -1.4144
P: -0.0728 1.9804 0.2396
O: -1.0788 1.1475 1.2129
I: -0.8280 4.3405 0.3364
H: 1.2508 5.4583 -2.0005
H: 2.8787 5.8521 -2.5949
H: 2.4630 5.9612 -0.8727
H: 2.3366 3.5861 -0.6037
H: 3.8315 4.0122 -1.3682
H: 0.5086 3.4491 -2.4653
H: 1.0664 2.6258 -3.8901
H: 1.7306 1.2984 -1.3565
H: 2.1605 0.2361 -3.3584
H: 0.6849 -1.8473 -3.1162
H: 1.8401 -1.4977 -1.8752
H: 1.5893 -2.1261 0.5868
H: 1.2539 -0.4292 0.4785
H: -0.7938 -1.5862 2.1166
H: 0.6577 -2.4280 2.5425
H: 0.6601 -0.7077 2.7240
H: -2.5789 -0.9727 -1.5749
H: -2.8602 1.7790 -2.3712
H: -4.7321 2.1322 -0.7388
H: -3.1844 2.3437 -0.0195
H: -3.6971 -0.3574 0.5880
H: -5.3358 0.2894 0.3983
H: -4.3054 0.9907 1.5789
H: -1.7570 1.7284 1.6031
C: 2.2655 1.9733 3.8336
O: 2.7189 0.8844 3.5214
N: 1.0284 2.3764 3.3754
N: 2.9030 2.8598 4.6321
H: 0.6104 3.2607 3.6010
H: 0.5328 1.7367 2.7854
H: 3.7981 2.5907 4.9980
H: 2.5386 3.7538 4.8977
C: -1.9866 2.8132 6.6813
O: -2.9859 2.7804 7.3673
N: -1.8748 2.1062 5.5105
N: -0.8812 3.5480 7.0213
H: -1.0602 2.1237 4.9261
H: -2.6568 1.5366 5.2457
H: -0.9237 4.0659 7.8795
H: -0.0357 3.5612 6.4832
C: 0.8360 -4.9077 -4.5372
O: 1.2461 -3.9874 -3.8281
N: 1.3175 -6.1695 -4.4524
N: -0.1389 -4.7187 -5.4705
H: 0.9963 -6.9314 -5.0290
H: 2.0392 -6.3410 -3.7760
H: -0.5167 -3.7952 -5.5662
H: -0.4832 -5.4522 -6.0618
C: 3.6387 5.5985 7.2312
O: 3.6297 4.4772 6.7384
N: 2.5483 6.4233 7.2085
N: 4.7403 6.1070 7.8443
H: 2.5405 7.3418 7.6101
H: 1.7148 6.0806 6.7712
H: 5.5563 5.5239 7.8807
H: 4.7750 7.0190 8.2589
C: 2.7086 -6.2423 0.1066
O: 3.1415 -7.1528 0.7820
N: 3.3691 -5.7619 -0.9945
N: 1.5224 -5.6170 0.3848
H: 3.0268 -5.0107 -1.5666
H: 4.2404 -6.1996 -1.2299
H: 1.0093 -5.9413 1.1832
H: 1.1487 -4.8689 -0.1688
C: -8.5711 1.0961 0.2220
O: -8.1588 -0.0354 0.4053
N: -9.6566 1.6019 0.8731
N: -7.9558 1.9473 -0.6589
H: -10.0080 2.5299 0.7330
H: -10.1231 0.9969 1.5237
H: -7.1584 1.5822 -1.1427
H: -8.2500 2.8893 -0.8351
C: 2.6728 -8.2915 -7.3376
O: 1.6965 -8.3087 -6.6019
N: 2.7053 -8.9792 -8.5128
N: 3.8001 -7.5840 -7.0364
H: 3.4931 -8.9836 -9.1322
H: 1.8900 -9.5105 -8.7568
H: 3.8017 -7.0659 -6.1777
H: 4.6120 -7.5571 -7.6233